1.
This record from the OMol25 dataset describes a single C4H6N2 molecule. The level of theory is the ωB97M-V functional and the def2-TZVPD basis.

Output
E_HOMO (eV): -7.94
Orbital gap (eV): 8.306

```
12
Properties=species:S:1:pos:R:3:forces:R:3
N 2.01549 1.02395 -0.87717 -0.2 -0.5 0.4
C 1.54036 0.18997 -0.15377 0.0 0.4 -0.3
C 0.65642 -0.47989 0.68326 0.3 0.0 0.2
C -0.36316 0.93154 0.32880 -0.2 0.0 0.2
C -1.19912 -0.15965 -0.39381 -0.2 0.1 -0.2
N -0.40731 -1.28430 0.14321 0.1 -0.1 -0.1
H 0.99421 -0.66095 1.70387 0.0 0.0 -0.2
H -0.78272 1.12940 1.32750 0.0 -0.1 -0.2
H 1.07248 1.62975 -0.65461 0.1 0.1 -0.1
H -1.13913 -0.07301 -1.49041 0.0 0.0 0.2
H -2.25825 -0.23061 -0.11196 0.2 0.0 -0.1
H -0.12928 -2.01620 -0.50491 -0.1 0.1 0.1
```
Forces are in eV/Å.

---

2.
This record from the OMol25 dataset describes a single C6H8N4O2S molecule in a non-equilibrium geometry. The level of theory is the ωB97M-V functional and the def2-TZVPD basis.

Output
E_HOMO (spin up / spin down) (eV): -8.46 / -8.29
Structure (SMILES): [H]/N=C(C)/N=C1/N=CN(C)C1=S(=O)=O
Orbital gap (spin up / spin down) (eV): 6.887 / 6.199

```
21
Properties=species:S:1:pos:R:3:forces:R:3
C -1.29824 2.19376 0.24613 1.6 1.3 -0.2
C 0.45018 0.97866 -0.07840 0.8 -1.2 -0.7
C -0.72338 0.25828 -0.52667 1.8 -2.2 -0.2
C 2.23084 -0.56140 -0.08692 -1.9 0.2 -0.7
C 3.53565 -0.71916 0.52233 -0.1 1.3 2.1
C -3.11836 0.65029 -0.36177 0.7 -0.2 -2.6
N 0.02423 2.18784 0.33262 -0.5 1.0 0.0
N 1.77671 0.67931 -0.02154 -1.2 0.4 0.4
N -1.75172 1.02902 -0.21572 -1.8 0.6 0.9
N 1.60474 -1.55519 -0.68787 -1.9 -2.2 0.6
O -1.70347 -2.39686 -1.02917 0.8 1.4 0.8
O -1.11035 -1.62947 1.30028 -0.5 -0.1 -0.7
S -0.96136 -1.51804 -0.13578 2.4 -0.2 -0.1
H -1.84784 3.14315 0.25391 -0.2 -0.8 0.4
H 3.39672 -0.31231 1.57608 0.7 -0.2 -1.3
H 4.16259 -0.08162 -0.10040 0.7 -0.4 0.5
H 3.75011 -1.74051 0.65001 1.0 -1.2 -0.4
H -3.42418 -0.08788 0.35367 -0.1 -1.0 -0.2
H -3.64137 1.49203 -0.11637 -1.7 2.3 0.6
H -3.25392 0.53397 -1.48484 -0.4 -0.8 1.6
H 1.90241 -2.54388 -0.38957 -0.2 2.1 -0.6
```
Forces are in eV/Å.

---

3.
This record from the OMol25 dataset describes 9 unconnected molecules or ions with the total composition C62H77F18N12O14S6 in a non-equilibrium geometry. The level of theory is the ωB97M-V functional and the def2-TZVPD basis.

Output
E_HOMO (eV): -14.27
Charge: +5
Orbital gap (eV): 2.733

```
189
Properties=species:S:1:pos:R:3:forces:R:3
C 0.51879 -1.25413 2.08758 -0.2 1.2 -1.8
C 0.25828 -0.08617 1.00924 -1.0 -0.8 1.7
C -0.32908 -0.72242 -0.25801 -0.1 -0.5 0.1
O -0.55017 0.93030 1.52757 -0.1 0.7 -0.3
H -0.37286 -1.88027 2.11936 0.0 0.0 0.3
H 0.75505 -0.86026 3.07609 -0.1 0.0 -0.3
H 1.32244 -1.88731 1.71167 0.1 -0.2 0.3
H 1.23743 0.32420 0.76233 0.9 0.2 -0.4
H -1.21572 -1.31695 -0.03776 -0.2 0.0 0.4
H 0.34406 -1.43812 -0.73000 0.3 0.1 -0.1
H -0.67561 0.00445 -0.99263 0.2 0.5 -0.3
C 0.39977 -5.77193 -12.96295 1.9 -0.4 1.1
N 0.63448 -5.30051 -11.57078 -1.1 1.4 0.0
C -0.49557 -5.04450 -10.90456 1.1 0.6 3.2
C -0.39688 -4.51489 -9.58675 -0.6 -0.5 -1.4
C 0.83106 -4.14774 -9.03683 0.2 -0.4 0.2
C 1.96974 -4.42148 -9.77788 0.0 -0.5 -2.1
C 1.85494 -5.00818 -11.06858 -0.6 0.8 1.4
C 1.00307 -3.51990 -7.67109 -1.3 0.4 -1.1
C 1.30021 -4.26705 -6.55820 0.4 -0.3 -0.4
C 1.32479 -3.67157 -5.31732 -0.1 1.5 0.7
N 1.01977 -2.34111 -5.18276 0.3 0.4 -0.9
C 0.76340 -1.56755 -6.28636 0.1 -1.9 1.0
C 0.71774 -2.16745 -7.52932 -0.3 1.5 0.9
C 0.90429 -1.67080 -3.83799 -0.8 -0.9 -0.4
H 1.01831 -5.12144 -13.58131 -0.4 -0.3 -0.4
H -0.67191 -5.76108 -13.16162 0.5 -0.2 -0.2
H 0.87083 -6.74105 -12.79856 -0.5 -0.5 -1.5
H -1.45693 -5.33249 -11.30362 0.2 0.1 -0.2
H -1.35080 -4.43320 -9.08698 0.1 0.3 0.4
H 2.95151 -4.10213 -9.46080 0.1 -0.2 0.1
H 2.71746 -5.16173 -11.70016 0.0 -0.2 -0.1
H 1.53032 -5.30771 -6.73283 0.1 -0.2 0.7
H 1.59904 -4.16841 -4.39845 0.1 -0.4 0.3
H 0.51269 -0.54085 -6.06402 0.1 0.0 -0.3
H 0.35877 -1.46478 -8.26674 0.3 -0.5 -0.8
H 0.70514 -2.50152 -3.16099 0.6 0.4 0.5
H -0.00883 -1.07559 -3.83292 -0.1 -0.1 -0.3
H 1.72895 -0.99782 -3.60314 0.2 -0.7 -0.1
C 2.15375 2.99490 2.82472 -0.3 -0.2 -0.5
N 2.08761 3.88814 1.65025 0.0 1.3 -2.4
C 2.16419 3.39797 0.32708 0.4 1.3 1.2
C 2.29413 4.29869 -0.74147 -1.5 -0.6 0.9
C 2.07862 5.64555 -0.50170 0.9 1.2 -0.1
C 1.96294 6.15340 0.75817 -0.5 -1.8 2.8
C 1.99070 5.22945 1.86140 0.0 0.0 -1.9
C 2.11904 6.69166 -1.55506 -0.1 -0.5 -0.9
C 2.98657 7.77235 -1.42112 0.3 -1.5 1.6
C 3.09766 8.70038 -2.38801 0.7 0.3 0.3
N 2.24916 8.63685 -3.37068 -1.9 0.5 -2.4
C 1.36653 7.60396 -3.56763 0.3 2.1 -0.9
C 1.31123 6.57302 -2.71069 1.0 -0.6 1.5
C 2.14228 9.84604 -4.21653 0.2 1.3 -1.0
H 1.50469 2.14088 2.63113 -0.2 -0.3 -0.1
H 1.75587 3.57564 3.65690 0.4 -0.3 0.1
H 3.19284 2.68403 2.93318 -0.1 0.0 0.3
H 2.18144 2.32250 0.22978 0.0 -0.2 0.1
H 2.29319 4.04394 -1.79100 0.4 -0.8 0.1
H 1.74821 7.20084 0.91040 0.2 0.0 0.3
H 1.92532 5.52867 2.89705 0.0 0.1 0.0
H 3.62747 7.88318 -0.55894 0.1 -0.3 0.1
H 3.84254 9.48241 -2.38751 -0.1 0.2 0.1
H 0.70392 7.79623 -4.39852 0.0 -0.4 -0.1
H 0.70427 5.69274 -2.86265 -0.2 0.2 -0.1
H 2.73401 9.88320 -5.13118 0.5 -0.9 0.1
H 2.50232 10.71026 -3.65832 -0.3 -0.2 0.2
H 1.14811 10.06635 -4.60534 -0.3 -0.4 0.7
C -9.06169 -3.27359 -3.46872 0.5 0.2 1.3
N -7.84426 -2.50218 -3.03799 0.5 0.3 -0.4
C -8.00002 -1.70957 -1.94265 1.0 -0.7 -0.8
C -6.96785 -0.88652 -1.53785 -0.2 1.2 0.1
C -5.81598 -0.73747 -2.29999 0.1 -0.7 -1.2
C -5.67933 -1.60434 -3.38970 -0.4 -1.2 -0.8
C -6.67045 -2.52496 -3.75206 -1.0 1.2 1.8
C -4.72477 0.25000 -2.06001 0.3 0.1 2.0
C -3.98210 0.87692 -3.08697 -0.5 0.3 0.5
C -2.96033 1.76970 -2.80940 -1.9 -0.8 -0.1
N -2.71998 2.09329 -1.52421 1.7 -0.1 -0.2
C -3.32793 1.46292 -0.51804 -1.2 -1.5 0.9
C -4.37367 0.52281 -0.69758 0.8 1.0 -2.6
C -1.64724 3.09988 -1.20797 -1.1 0.0 -0.5
H -9.76933 -2.56624 -3.90116 0.1 -0.2 -0.3
H -9.42966 -3.58580 -2.49137 -0.5 -0.6 -0.4
H -8.80042 -4.13001 -4.09032 0.0 0.3 0.0
H -8.94171 -1.76804 -1.41709 0.0 0.0 0.0
H -7.16087 -0.20449 -0.72299 0.0 -0.3 0.3
H -4.79522 -1.64600 -4.00860 0.2 0.2 0.1
H -6.60884 -3.25928 -4.54159 0.1 0.2 -0.1
H -4.33090 0.83765 -4.10835 0.2 -0.4 -0.2
H -2.50902 2.24373 -3.66848 0.5 0.5 0.5
H -2.91934 1.62994 0.46763 0.2 0.2 0.1
H -4.91371 0.01976 0.09091 0.3 0.1 0.4
H -0.65452 2.80706 -1.54984 -0.2 -0.5 0.3
H -1.68965 3.28834 -0.13523 0.3 -0.1 -0.2
H -1.95800 3.96609 -1.79211 0.1 0.3 0.3
C -2.92948 0.47456 3.77894 0.2 -0.2 -1.9
N -2.89064 1.68401 4.57590 -0.3 1.0 2.8
C -3.88205 1.87045 5.52287 1.6 1.3 -0.9
C -3.91475 3.05185 6.26309 0.9 0.6 -0.7
C -2.93036 4.06134 6.09639 -0.4 -1.2 -1.1
C -1.85633 3.79663 5.15123 -2.0 -0.2 1.1
C -1.83545 2.59071 4.45222 -1.4 -0.4 1.4
C -3.13509 5.35471 6.82803 1.7 1.3 -1.1
C -2.61503 6.55357 6.23581 -0.4 -0.6 0.2
C -2.66046 7.76278 6.89559 -0.4 -1.3 -0.8
N -3.26380 7.82573 8.07922 -0.2 -3.9 0.0
C -3.74556 6.70425 8.72519 0.9 -0.6 -1.3
C -3.66306 5.42055 8.10998 0.2 1.4 -0.3
C -3.25802 9.07054 8.72345 0.5 0.5 2.3
H -3.90690 -0.00395 3.71729 0.0 0.2 0.7
H -2.14640 -0.24838 4.00748 0.1 0.2 0.2
H -2.74219 0.87420 2.78229 0.4 -0.6 -0.3
H -4.65938 1.13592 5.67322 0.1 -0.3 -0.5
H -4.79212 3.24328 6.86305 0.1 -0.2 0.3
H -1.12195 4.56508 4.95997 0.3 -0.3 0.2
H -0.95092 2.24907 3.93521 -0.3 -0.2 -0.9
H -2.19482 6.53566 5.24107 0.1 -0.1 0.0
H -2.24855 8.68891 6.52276 0.0 0.0 -0.1
H -4.03688 6.87192 9.75155 -0.3 -0.1 -0.1
H -3.91130 4.45494 8.52518 -0.4 0.4 0.9
H -2.21896 9.39970 8.71313 -0.4 1.1 -0.8
H -3.26853 8.80159 9.77969 -1.1 0.7 0.2
H -4.11249 9.61046 8.31545 0.6 0.9 0.6
C 7.19348 -1.46758 1.39448 0.4 2.0 1.5
N 6.23892 -1.38457 2.59965 -0.6 -0.5 0.0
C 6.15714 -0.00264 3.27274 0.3 -0.8 -2.1
C 4.85699 -1.72716 2.02719 0.2 -0.6 0.0
C 6.46453 -2.41389 3.73358 0.8 -0.3 1.1
C 7.81245 -2.48988 4.51817 0.7 1.2 -1.2
O 8.84640 -2.54189 3.53396 -0.2 0.1 -0.3
H 6.78977 -0.76690 0.66361 -0.3 -0.6 -0.3
H 7.43357 -2.46541 1.02738 -0.5 0.1 0.3
H 8.08154 -0.94161 1.74491 0.4 -0.6 -0.1
H 7.15549 0.32210 3.56591 -0.3 -0.5 1.0
H 5.28609 -0.07768 3.92369 0.7 0.3 0.6
H 5.93649 0.73489 2.50107 -0.4 -0.2 -0.3
H 4.52349 -0.99284 1.29395 0.4 0.3 0.1
H 4.07860 -1.84404 2.78122 0.4 0.0 0.3
H 4.98694 -2.67970 1.51351 -0.2 0.0 0.0
H 6.32230 -3.43323 3.37465 -0.5 0.4 -0.5
H 5.71274 -2.11396 4.46361 -0.3 -0.6 -0.1
H 7.91120 -3.35845 5.16929 -0.9 -0.3 -0.2
H 7.97453 -1.63390 5.17325 -0.2 0.3 0.0
H 9.70766 -2.34442 3.90925 0.0 -0.1 0.2
C -4.05457 -2.62311 1.29470 -0.4 -1.8 -0.6
F -4.39956 -1.47994 1.92611 1.0 -0.7 -0.4
F -3.96263 -2.33973 -0.05738 0.4 0.3 1.0
F -2.89492 -3.10202 1.75215 -0.3 1.5 -0.4
S -5.20931 -4.17898 1.43951 -1.9 0.3 0.1
O -6.16698 -4.16636 0.32116 1.6 0.3 1.2
O -4.28404 -5.26763 1.48065 -0.5 0.7 0.6
N -5.97183 -3.79669 2.91712 2.3 0.1 -2.5
S -7.10295 -2.78153 2.49843 -3.1 0.7 -1.3
O -6.87021 -1.70769 1.46943 0.2 -1.1 1.9
O -8.31984 -3.53006 2.23112 0.5 1.3 0.8
C -7.33242 -1.79808 4.15178 -1.1 0.5 -0.7
F -6.25888 -1.05302 4.48431 0.2 0.4 -0.6
F -8.42084 -0.94252 4.00622 1.7 -1.1 0.0
F -7.54119 -2.56911 5.17699 -0.5 -0.7 0.2
C 3.97150 -2.15797 -1.92974 1.2 -2.3 -0.4
F 5.32560 -2.09631 -1.59220 -2.8 1.0 -0.9
F 3.24739 -1.10848 -1.57919 0.5 0.7 1.1
F 3.80285 -2.20357 -3.26190 0.9 0.0 -0.3
S 3.32260 -3.80308 -1.17194 1.7 -1.3 2.3
O 4.48922 -4.21066 -0.32033 -3.2 1.1 -2.3
O 2.11839 -3.41987 -0.44798 0.7 -0.3 -1.8
N 3.02868 -4.82331 -2.58946 -3.2 7.0 1.8
S 4.03878 -5.90022 -2.46730 6.2 -5.6 1.5
O 5.46220 -5.46839 -2.55023 -2.8 -0.9 -0.9
O 3.69369 -6.75827 -1.35379 0.5 -0.2 -1.2
C 3.59268 -6.88490 -4.08240 -0.5 -1.6 1.9
F 3.78935 -6.08526 -5.11434 0.5 -0.1 -1.0
F 4.21721 -8.11125 -4.19789 -0.6 2.6 0.0
F 2.25635 -7.16696 -4.06607 0.7 0.3 0.0
C 2.35602 -0.17168 5.21712 -0.7 -4.0 0.3
F 2.96733 -0.08108 4.03116 -0.9 1.0 -1.0
F 3.22678 0.19489 6.06994 1.6 1.9 2.2
F 1.21064 0.52012 5.34691 0.7 0.5 -0.8
S 1.98799 -2.02653 5.62024 -0.6 -1.7 2.1
O 1.98699 -2.26661 7.05567 1.0 1.5 -1.4
O 0.67283 -2.23954 5.06455 0.7 0.7 -1.0
N 3.32457 -2.81234 4.90247 -0.7 6.0 2.3
S 2.73540 -4.09507 4.41954 -1.6 -8.1 0.3
O 1.86082 -4.78306 5.37242 0.9 1.1 -0.7
O 2.26816 -4.07647 3.07817 0.0 0.4 -1.7
C 4.27343 -5.30536 4.43760 -3.8 2.0 -0.2
F 5.04180 -4.96910 5.43233 1.3 -0.3 1.0
F 3.86562 -6.52725 4.43704 -0.8 -1.8 1.7
F 4.83661 -5.20499 3.29302 2.8 1.3 -2.9
```
Forces are in eV/Å.

---

4.
This record from the OMol25 dataset describes 2 unconnected molecules or ions with the total composition C4H7NO. The level of theory is the ωB97M-V functional and the def2-TZVPD basis.

Output
E_HOMO (eV): -9.81
Structure (SMILES): O=CN=C1CC1.[H][H]
Orbital gap (eV): 9.911

```
13
Properties=species:S:1:pos:R:3:forces:R:3
O 2.89899 -1.23217 -0.61027 -0.5 0.1 0.0
C 1.71922 -1.01908 -0.64869 0.4 -0.1 -0.1
N 1.03432 -0.31442 0.37963 -0.3 -0.1 -0.1
C -0.20971 -0.20127 0.17968 0.1 0.0 0.0
C -1.47541 0.28644 0.70360 0.0 0.1 0.2
C -1.40332 -0.47642 -0.63571 0.0 -0.1 -0.2
H 1.08222 -1.36074 -1.49216 0.1 0.0 0.1
H 1.66315 1.91839 1.03687 0.0 0.2 0.0
H 1.61082 2.66173 1.07694 0.0 0.0 0.0
H -1.89716 -0.22367 1.56635 0.1 0.1 -0.1
H -1.67777 1.35394 0.66293 0.1 -0.1 0.0
H -1.55782 0.10003 -1.54472 0.0 -0.1 0.1
H -1.78753 -1.49276 -0.67447 0.1 0.1 0.0
```
Forces are in eV/Å.

---

5.
This record from the OMol25 dataset describes a single C5H2BrN3 molecule in a non-equilibrium geometry. The level of theory is the ωB97M-V functional and the def2-TZVPD basis.

Output
E_HOMO (eV): -9.95
Orbital gap (eV): 9.086

```
11
Properties=species:S:1:pos:R:3:forces:R:3
C -1.50362 0.54631 0.87623 0.7 0.4 -0.1
C 0.89609 1.03010 0.28567 -0.7 -0.5 0.2
C 1.25722 -0.31201 -1.62117 -0.2 -0.2 -0.1
C -1.50320 -0.63787 0.35229 -1.1 -1.0 0.0
C 1.31315 -0.11626 -0.22633 1.3 0.4 0.6
N -1.09891 1.66167 1.21317 -1.9 -0.3 0.8
N 0.21628 1.92005 0.75645 2.1 0.6 -0.7
N 1.17798 -0.47918 -2.75241 0.0 -0.1 -0.4
Br 2.48923 -1.26852 0.77163 -0.5 0.3 -0.2
H -1.96590 -0.83294 -0.60398 0.0 0.2 -0.2
H -1.27831 -1.51135 0.94846 0.1 0.1 0.2
```
Forces are in eV/Å.

---

6.
This record from the OMol25 dataset describes a molecular structure, C4H6O4. The level of theory is the ωB97M-V functional and the def2-TZVPD basis.

Output
E_HOMO (eV): -8.39
Orbital gap (eV): 8.751

```
14
Properties=species:S:1:pos:R:3:forces:R:3
C 1.52793 -0.79778 -1.06918 0.0 0.2 0.1
C -1.07569 1.24966 0.48147 0.7 -0.2 0.0
C -0.56150 -1.19588 0.27426 0.0 0.9 -0.2
C 0.10849 -0.45295 -0.73779 -0.3 -0.4 0.1
O -1.73813 0.18043 0.64419 0.3 -0.5 -0.2
O -1.57608 2.40274 0.92661 0.0 -0.2 -0.1
O 0.03757 -1.39836 1.44568 -0.2 0.1 0.4
O 0.07032 1.28284 -0.05724 -0.3 0.2 0.1
H -2.42153 2.21584 1.35954 0.0 -0.1 -0.1
H 0.49765 -0.60902 1.79493 0.0 -0.1 -0.3
H -0.51908 -0.19493 -1.58110 0.0 0.1 0.1
H 1.97199 -0.01673 -1.68435 -0.1 0.0 0.0
H 2.12627 -0.93176 -0.16793 0.0 0.0 0.0
H 1.55176 -1.73409 -1.62910 -0.1 0.0 0.0
```
Forces are in eV/Å.

---

The energy above the lowest of the compared OMol25 structures with the same formula, charge and spin results, record by record, are as follows: 610.8, 404.6, 767.7, 348.0, 263.2, 371.0 kJ/mol.
The energy results, record by record, are as follows: -7219.25999, -27237.75882, -225952.15218, -7796.03803, -79724.81808, -12432.32667 eV.